C30H60FO30Tl as an isolated structure at a distorted geometry. Source: OMol25; level of theory: ωB97M-V with the def2-TZVPD basis set.

Summary:
**Calculated total energy**: -100891.68667 eV
**Gap between HOMO and LUMO**: 1.96 eV
**ΔE to the lowest compared entry with this formula, charge and spin**: 15.4 kcal/mol
**LUMO level**: -0.44315 Eh
**Charge**: +2

Atoms and positions in Å:
Tl (-2.381, -1.833, 1.040)
F (0.032, -0.400, 0.345)
C (-4.140, 1.912, -3.955)
O (-3.840, 1.360, -2.658)
C (-3.968, 0.010, -2.439)
O (-3.435, -0.573, -1.444)
O (-4.961, -0.479, -3.209)
C (-5.295, -1.805, -3.246)
H (-3.939, 2.983, -3.959)
H (-5.139, 1.754, -4.361)
H (-3.392, 1.489, -4.625)
H (-4.468, -2.451, -2.948)
H (-5.681, -2.090, -4.224)
H (-5.940, -2.017, -2.393)
C (-0.077, 1.450, 3.874)
O (0.511, 0.363, 4.454)
C (0.157, -0.845, 4.197)
O (-0.616, -1.162, 3.339)
O (0.579, -1.741, 5.154)
C (1.569, -1.451, 6.182)
H (0.328, 1.604, 2.874)
H (0.071, 2.322, 4.511)
H (-1.150, 1.316, 3.741)
H (1.383, -0.476, 6.633)
H (2.530, -1.260, 5.705)
H (1.712, -2.236, 6.925)
C (-0.220, 3.051, -3.610)
O (-0.023, 4.391, -3.826)
C (-1.125, 5.095, -4.114)
O (-2.330, 4.707, -4.109)
O (-0.662, 6.375, -4.280)
C (-1.438, 7.467, -4.578)
H (-0.967, 2.678, -2.909)
H (0.642, 2.519, -3.206)
H (-0.508, 2.580, -4.550)
H (-2.066, 7.419, -5.468)
H (-0.776, 8.312, -4.769)
H (-1.965, 7.784, -3.678)
C (2.348, -5.567, 0.015)
O (1.782, -4.382, 0.491)
C (1.086, -4.330, 1.666)
O (0.048, -3.716, 1.769)
O (1.549, -5.260, 2.552)
C (1.643, -4.913, 3.900)
H (3.080, -6.091, 0.629)
H (2.835, -5.480, -0.956)
H (1.606, -6.364, -0.055)
H (2.670, -4.584, 4.055)
H (1.467, -5.799, 4.510)
H (0.974, -4.087, 4.143)
C (-5.245, 2.301, 2.029)
O (-3.823, 2.647, 2.111)
C (-2.907, 2.132, 1.253)
O (-2.926, 0.985, 0.717)
O (-1.895, 3.071, 0.980)
C (-0.825, 2.889, 0.135)
H (-5.570, 1.876, 2.979)
H (-5.431, 1.487, 1.329)
H (-5.882, 3.151, 1.785)
H (0.148, 3.252, 0.465)
H (-0.973, 3.298, -0.865)
H (-0.742, 1.840, -0.147)
C (2.358, 1.683, -1.307)
O (2.046, 2.991, -0.997)
C (2.478, 3.936, -1.663)
O (3.251, 3.856, -2.605)
O (1.760, 5.005, -1.284)
C (1.922, 6.307, -1.801)
H (1.837, 0.916, -0.733)
H (3.381, 1.500, -0.980)
H (2.276, 1.338, -2.338)
H (1.002, 6.716, -2.221)
H (2.676, 6.360, -2.586)
H (2.310, 6.898, -0.971)
C (-6.715, -0.709, 3.848)
O (-5.639, -0.382, 4.708)
C (-4.334, -0.317, 4.251)
O (-3.985, -0.516, 3.062)
O (-3.471, -0.043, 5.193)
C (-3.704, 0.574, 6.404)
H (-6.744, 0.220, 3.279)
H (-7.613, -0.831, 4.454)
H (-6.453, -1.475, 3.119)
H (-2.737, 0.654, 6.900)
H (-4.196, -0.002, 7.188)
H (-4.270, 1.469, 6.144)
C (5.338, -3.854, -5.100)
O (4.898, -3.959, -3.814)
C (5.263, -3.097, -2.903)
O (6.106, -2.216, -2.965)
O (4.537, -3.359, -1.815)
C (4.728, -2.620, -0.609)
H (6.241, -3.246, -5.152)
H (4.579, -3.358, -5.705)
H (5.540, -4.819, -5.566)
H (4.872, -1.541, -0.672)
H (5.580, -2.949, -0.015)
H (3.859, -2.910, -0.018)
C (-2.685, -4.808, -2.808)
O (-1.357, -4.414, -2.971)
C (-0.893, -3.364, -2.253)
O (-1.576, -2.584, -1.574)
O (0.405, -3.168, -2.604)
C (1.106, -2.153, -1.919)
H (-3.317, -4.106, -2.264)
H (-2.793, -5.819, -2.416)
H (-3.107, -4.855, -3.812)
H (2.098, -2.002, -2.344)
H (1.238, -2.232, -0.840)
H (0.666, -1.223, -2.282)
C (6.727, 1.650, 1.065)
O (5.899, 0.554, 1.226)
C (4.622, 0.669, 1.445)
O (3.920, 1.697, 1.522)
O (4.192, -0.599, 1.499)
C (2.881, -0.933, 1.793)
H (6.258, 2.625, 0.935)
H (7.568, 1.510, 0.386)
H (7.241, 1.813, 2.012)
H (2.558, -1.141, 0.772)
H (2.379, -0.084, 2.255)
H (2.961, -1.728, 2.534)

Cartesian forces, eV/Å:
Tl 1.847 1.812 -0.503
F -1.178 -0.490 0.378
C 0.675 0.108 -1.074
O 0.244 -2.057 0.837
C -0.745 0.769 2.663
O -1.628 1.343 -3.589
O 2.003 2.370 -0.138
C 0.114 -2.509 1.483
H 0.004 -0.143 0.651
H -0.021 -0.376 0.558
H -0.234 -0.059 -0.304
H 0.544 0.136 -0.645
H -0.121 0.233 0.292
H -0.918 0.050 -0.438
C -1.321 1.710 -1.660
O 2.126 -0.165 2.004
C -0.365 -1.703 2.425
O -0.533 -0.486 -1.116
O -0.119 -0.132 -0.902
C 0.676 1.767 -0.941
H 0.184 0.244 0.012
H 0.284 -0.189 -0.091
H -0.140 -0.230 0.164
H -0.532 -0.262 0.371
H 0.139 -0.432 -0.221
H -0.777 -0.156 -0.441
C -0.405 -3.158 -0.269
O -0.571 1.054 0.343
C -3.060 1.333 0.454
O 4.552 1.228 -0.248
O 0.835 -3.194 -0.024
C -1.077 2.111 0.124
H -0.750 1.115 0.221
H 0.643 0.796 -0.550
H 0.185 -0.187 -0.122
H -0.213 -0.614 0.247
H 0.418 -0.290 -0.075
H -0.629 -0.193 -0.191
C 0.680 -2.771 -0.109
O -0.960 1.602 0.992
C -0.087 -2.596 -1.028
O 0.881 0.502 0.329
O -0.282 0.899 -2.285
C 0.318 0.591 1.228
H 0.293 0.856 0.648
H -0.384 0.869 0.041
H -0.545 0.263 -0.317
H 0.061 0.017 0.294
H -0.182 0.154 -0.123
H -0.188 -0.205 0.162
C 0.018 -1.245 -0.049
O 1.231 -0.200 -1.420
C 0.663 -0.538 -1.295
O 0.184 2.690 1.377
O -3.510 -0.593 2.405
C 0.939 -2.275 -2.013
H 0.394 0.458 0.229
H 0.364 0.203 -0.337
H 0.651 0.253 -0.021
H -0.393 0.364 0.695
H -0.498 0.855 0.093
H 0.234 -0.453 0.427
C 1.842 -2.284 -0.002
O -2.763 -4.293 3.610
C 1.280 4.495 -4.918
O -0.365 0.389 1.200
O -0.251 -0.475 0.406
C 1.335 0.768 -0.365
H -0.922 0.670 0.599
H 0.301 0.046 -0.263
H -0.062 0.902 -0.308
H -0.139 -0.373 0.344
H -0.009 -0.338 -0.075
H -0.334 0.275 -0.087
C 0.561 1.532 -1.366
O 3.344 -0.237 0.900
C -1.760 -0.822 -0.791
O -0.740 0.071 1.933
O 0.905 -1.575 -2.446
C -0.665 0.602 1.869
H -1.160 -0.189 -0.485
H 0.327 -0.307 -0.175
H -0.241 -0.414 0.500
H 0.177 0.963 -0.613
H -0.878 -0.447 -0.653
H 0.366 0.360 0.914
C 1.108 0.970 -2.509
O -1.162 -1.159 1.522
C 1.607 1.732 0.843
O -1.087 -1.059 -0.262
O -0.358 -0.032 0.345
C 0.195 -0.356 0.692
H 0.069 -0.055 -0.020
H -0.088 0.029 -0.049
H -0.097 -0.137 0.499
H -0.405 -0.092 -0.695
H 0.306 -0.353 -0.402
H -0.100 0.436 -0.057
C -1.916 -0.370 -0.796
O 1.762 1.400 1.509
C 0.218 0.292 -1.441
O 1.034 -1.161 0.100
O -1.669 -1.407 0.928
C 0.746 2.001 -0.732
H 0.434 0.009 0.294
H 0.458 0.137 0.332
H 0.012 0.002 -0.091
H 0.169 -1.121 -0.227
H -0.743 -0.279 -0.181
H -0.499 0.336 0.919
C 1.774 2.357 1.394
O 0.161 -0.752 -0.592
C -1.979 1.739 -0.082
O 1.653 -2.542 -0.042
O 1.997 0.694 0.528
C -0.242 0.858 -0.060
H -0.581 -0.395 -0.644
H -0.707 -0.523 -0.520
H 0.065 -0.207 0.320
H -1.452 -0.711 0.583
H -0.330 0.007 -0.266
H -0.520 -0.463 -0.473

---

C30H60N2O9S as an isolated structure at a distorted geometry. Source: OMol25; level of theory: ωB97M-V with the def2-TZVPD basis set.

Summary:
**Calculated total energy**: -64299.05765 eV
**Gap between HOMO and LUMO**: 8.19 eV
**LUMO level**: 0.00542 Eh

Atoms and positions in Å:
C (-1.388, -2.907, 2.984)
C (-2.412, -3.366, 2.042)
N (-3.202, -3.648, 1.337)
H (-0.474, -2.584, 2.485)
H (-1.155, -3.728, 3.662)
H (-1.676, -2.077, 3.630)
C (0.121, -0.046, -0.404)
C (-0.231, -0.809, 0.814)
N (-0.512, -1.421, 1.769)
H (-0.547, -0.367, -1.203)
H (1.145, -0.358, -0.609)
H (0.145, 1.014, -0.151)
C (-2.117, -1.784, -0.642)
S (-3.061, -1.805, -2.273)
O (-4.442, -1.280, -1.919)
C (-2.152, -0.508, -3.282)
H (-2.052, -0.719, -0.416)
H (-1.104, -2.184, -0.638)
H (-2.608, -2.362, 0.140)
H (-2.669, -0.398, -4.236)
H (-1.150, -0.880, -3.496)
H (-2.140, 0.494, -2.853)
C (-3.385, 2.343, 0.970)
C (-2.741, 1.007, 0.685)
O (-1.757, 0.996, -0.040)
C (-3.493, -0.239, 1.173)
H (-4.154, 2.567, 0.230)
H (-2.634, 3.133, 0.943)
H (-3.790, 2.250, 1.977)
H (-3.240, -1.196, 0.717)
H (-4.554, -0.021, 1.050)
H (-3.236, -0.281, 2.231)
C (0.454, -5.784, -0.574)
C (0.423, -4.714, 0.552)
O (1.090, -4.862, 1.546)
C (-0.394, -3.435, 0.267)
H (0.366, -5.314, -1.554)
H (-0.456, -6.363, -0.417)
H (1.344, -6.414, -0.563)
H (-1.465, -3.633, 0.237)
H (-0.134, -2.920, -0.658)
H (-0.128, -2.716, 1.042)
C (1.598, -0.914, -3.187)
C (1.103, -2.019, -2.259)
O (-0.011, -2.030, -1.856)
C (2.114, -3.107, -1.870)
H (2.038, -1.239, -4.130)
H (2.370, -0.296, -2.729)
H (0.754, -0.248, -3.368)
H (1.671, -3.872, -1.232)
H (2.931, -2.726, -1.256)
H (2.554, -3.515, -2.779)
C (1.315, 3.040, 3.596)
C (0.933, 2.693, 2.139)
O (1.528, 3.269, 1.242)
C (-0.301, 1.709, 1.925)
H (0.582, 3.669, 4.101)
H (2.302, 3.503, 3.596)
H (1.484, 2.089, 4.103)
H (0.093, 0.706, 2.084)
H (-0.657, 1.918, 0.916)
H (-1.016, 1.941, 2.714)
C (1.804, -1.066, 2.544)
C (2.668, -0.104, 3.350)
O (2.739, 1.101, 3.107)
C (3.475, -0.651, 4.511)
H (2.518, -1.741, 2.073)
H (1.237, -0.609, 1.733)
H (1.082, -1.601, 3.161)
H (2.810, -1.163, 5.207)
H (3.999, 0.188, 4.970)
H (4.305, -1.304, 4.241)
C (-1.256, 4.912, 0.436)
C (-1.469, 3.796, -0.584)
O (-2.593, 3.551, -0.992)
C (-0.374, 2.780, -0.834)
H (-0.840, 4.510, 1.360)
H (-2.212, 5.329, 0.752)
H (-0.560, 5.729, 0.244)
H (0.155, 3.058, -1.745)
H (-0.653, 1.734, -0.963)
H (0.297, 2.861, 0.022)
C (3.525, 1.930, 0.722)
C (2.768, 0.943, -0.146)
O (2.725, -0.235, 0.088)
C (2.074, 1.480, -1.405)
H (3.770, 1.447, 1.668)
H (3.041, 2.859, 1.025)
H (4.460, 2.252, 0.263)
H (1.194, 2.089, -1.201)
H (1.865, 0.659, -2.091)
H (2.600, 2.295, -1.904)
C (-1.420, 2.183, -3.404)
C (-0.147, 1.380, -3.238)
O (0.127, 0.926, -2.133)
C (0.735, 1.093, -4.464)
H (-1.686, 2.158, -4.461)
H (-1.263, 3.201, -3.049)
H (-2.190, 1.706, -2.798)
H (0.278, 0.387, -5.158)
H (1.701, 0.633, -4.254)
H (0.894, 2.053, -4.956)

Cartesian forces, eV/Å:
C -0.995 -4.024 2.955
C 5.431 2.552 6.659
N -6.074 -2.594 -4.288
H -1.018 -2.508 1.959
H -0.448 -0.500 0.210
H -0.326 0.056 -0.401
C 1.312 -3.082 3.002
C -1.507 0.181 0.515
N 0.270 9.122 -5.202
H 0.468 0.246 1.647
H -0.925 -0.241 -0.095
H 0.694 -1.847 0.393
C -0.543 1.051 -1.794
S -0.209 -0.154 0.743
O 1.310 0.031 -0.370
C -0.775 -0.995 0.479
H -0.439 -1.097 -0.455
H -3.229 1.406 -0.775
H -0.550 0.307 -1.554
H -0.367 -0.350 0.049
H -0.234 -0.092 0.194
H -0.321 -2.454 0.388
C 0.381 -0.701 1.935
C -1.619 -0.064 -1.610
O -5.023 -1.307 1.387
C 0.103 1.069 0.499
H -0.011 -0.183 0.187
H -0.865 -0.640 0.727
H -0.491 0.274 0.034
H -0.733 1.403 0.806
H -0.065 -0.059 0.229
H -0.307 -0.068 0.377
C -0.467 0.603 0.529
C 0.063 0.365 -1.683
O 0.015 0.016 0.439
C 1.992 -3.859 1.413
H -0.155 -0.033 0.027
H 0.031 -0.336 -0.126
H -0.131 0.010 0.310
H 1.181 -0.776 -0.081
H 1.055 -2.367 0.879
H -0.071 -2.520 -1.411
C -0.711 -2.056 0.345
C 3.970 -0.738 -1.166
O -0.013 0.205 -3.613
C -0.264 0.256 0.377
H -0.173 -0.650 0.007
H 0.316 -1.250 -0.253
H 1.057 -2.613 0.580
H 0.034 0.105 -0.619
H 0.085 0.545 -0.212
H -0.051 -0.157 0.030
C 0.015 -0.466 -0.629
C -0.883 0.655 1.725
O -2.220 0.116 0.937
C 2.837 2.498 1.105
H -0.145 -0.029 -0.132
H -0.205 0.288 -0.082
H -0.774 0.574 0.453
H -0.391 0.660 0.090
H 0.056 -0.338 1.872
H -0.163 -0.043 -0.055
C 1.638 1.017 0.539
C 0.091 0.323 -0.127
O -0.053 -2.439 0.437
C 0.297 0.485 -0.081
H -0.129 -0.431 0.096
H 1.938 0.204 1.399
H 0.473 -0.061 0.270
H 0.153 -0.052 0.097
H -0.417 0.104 0.302
H -0.386 -0.446 -0.427
C -0.164 0.184 0.539
C -0.409 -0.869 -0.074
O 0.812 1.447 -1.203
C -0.134 3.734 0.295
H 0.129 -0.495 -0.033
H -0.102 0.128 -0.454
H 0.007 -0.134 -0.705
H -0.060 0.956 0.360
H -0.756 3.056 -0.437
H 0.129 0.619 -1.034
C 1.567 -0.669 0.279
C 0.773 3.173 -1.073
O 1.305 -1.058 0.433
C 2.730 0.914 0.984
H 0.432 0.109 -0.770
H 0.597 -0.659 -0.804
H 0.142 -0.333 -0.540
H 1.542 -1.017 0.679
H 0.787 2.042 1.511
H 1.116 -0.121 -0.043
C 0.848 0.546 -0.681
C -0.277 -0.255 0.309
O -2.442 0.777 -7.752
C 0.226 1.753 -0.773
H -0.283 0.218 0.059
H -0.174 -0.009 -0.432
H 0.143 1.940 -0.097
H -0.419 0.274 -0.127
H -0.224 1.549 -0.477
H -0.232 0.097 -0.325